1.
The following is a quantum chemistry calculation of a cluster of 8 separate species, C14H36O12 in total, from OMol25.

The energy relative to the best compared isomer or geometry (same formula, charge and spin) is 63.18 kJ/mol. The total energy is -1457.7920 Eh. The orbital gap comes out at 9.45 eV. As for the SMILES: C[C@H]1COC(=O)O1.C[C@H]1COC(=O)O1.CO.CO.CO.CO.CO.CO.

The geometry in ORCA input format:
```
! wB97M-V def2-TZVPD RIJCOSX def2/J DEFGRID3
* xyz 0 1
C 3.87 -3.80 5.61
C 3.17 -2.56 5.14
C 3.83 -1.75 4.04
O 2.70 -1.20 3.33
C 1.65 -2.09 3.56
O 0.62 -2.01 2.92
O 1.89 -2.90 4.52
H 4.10 -4.47 4.82
H 3.26 -4.24 6.41
H 4.82 -3.49 5.96
H 3.03 -1.94 6.05
H 4.29 -2.37 3.25
H 4.56 -1.09 4.47
C 1.41 2.49 -4.17
C 0.59 2.31 -2.90
C 0.50 3.59 -1.97
O -0.84 3.94 -2.17
C -1.61 2.99 -2.84
O -2.79 2.96 -3.03
O -0.82 1.97 -3.15
H 1.05 3.36 -4.77
H 1.35 1.58 -4.81
H 2.39 2.75 -3.91
H 0.94 1.43 -2.35
H 1.25 4.38 -2.31
H 0.72 3.44 -0.93
C 2.33 -0.35 0.24
O 1.02 -0.43 -0.48
H 3.11 -0.58 -0.50
H 2.42 0.69 0.65
H 2.38 -1.11 1.01
H 0.43 -0.49 0.26
C -4.30 -1.88 -5.00
O -3.47 -3.02 -5.10
H -3.87 -0.90 -4.97
H -5.01 -1.83 -5.84
H -4.82 -1.98 -4.09
H -2.71 -2.89 -4.49
C -2.78 1.63 1.01
O -1.71 1.39 1.92
H -3.22 2.52 1.40
H -2.47 1.94 0.04
H -3.59 0.92 1.03
H -1.51 0.47 1.86
C 0.62 4.72 1.23
O 0.71 3.33 1.53
H 1.50 5.01 0.64
H -0.32 4.91 0.72
H 0.74 5.22 2.22
H -0.15 2.92 1.57
C -0.77 -1.96 -2.65
O -1.07 -2.69 -3.84
H -1.54 -2.30 -1.90
H 0.22 -2.12 -2.26
H -0.84 -0.90 -2.67
H -0.69 -3.53 -3.56
C -3.09 -1.68 1.43
O -1.74 -1.36 1.40
H -3.59 -1.11 0.64
H -3.19 -2.71 1.35
H -3.66 -1.30 2.29
H -1.29 -1.82 2.10
*
```



2.
The following is a quantum chemistry calculation of a cluster of 3 separate species, C14H37B2N3O5 in total, from OMol25.

The total energy is -1145.8609 Eh. The orbital gap comes out at 7.53 eV. As for the SMILES: CB(O)OC(=O)OB(N)O.CCN(CC)CC.CCN(CC)CC.

The geometry in ORCA input format:
```
! wB97M-V def2-TZVPD RIJCOSX def2/J DEFGRID3
* xyz 0 1
C 1.38 3.53 -0.84
B 0.95 2.14 -1.67
O 0.98 2.22 -3.15
O 0.54 0.98 -0.85
C 1.38 -0.21 -1.11
O 1.38 -0.69 -2.36
O 2.08 -0.79 0.05
B 3.43 -1.29 -0.29
N 4.61 -0.79 0.56
O 3.76 -2.28 -1.34
H 2.41 3.34 -0.32
H 0.51 3.77 -0.07
H 1.43 4.44 -1.61
H 1.92 1.98 -3.48
H 5.32 -0.30 -0.04
H 4.28 -0.19 1.35
H 4.52 -1.84 -1.86
C 1.17 3.84 3.73
C -0.02 4.66 4.23
N -1.25 4.44 3.47
C -2.30 5.42 3.77
C -2.87 5.43 5.18
C -1.71 3.05 3.36
C -1.99 2.30 4.66
H 1.36 4.02 2.67
H 2.07 4.13 4.29
H 1.02 2.77 3.89
H 0.27 5.72 4.14
H -0.16 4.47 5.30
H -3.12 5.30 3.06
H -1.90 6.42 3.56
H -3.55 4.59 5.35
H -3.46 6.34 5.34
H -2.10 5.41 5.95
H -0.96 2.49 2.80
H -2.61 3.01 2.73
H -1.22 2.46 5.42
H -2.03 1.23 4.46
H -2.96 2.58 5.09
C 1.72 -4.24 -2.52
C 0.76 -5.11 -3.32
N -0.59 -5.19 -2.76
C -1.42 -6.23 -3.36
C -1.77 -6.09 -4.84
C -1.27 -3.91 -2.54
C -1.47 -3.00 -3.74
H 1.78 -4.56 -1.48
H 2.72 -4.30 -2.95
H 1.42 -3.18 -2.54
H 1.19 -6.12 -3.33
H 0.75 -4.77 -4.36
H -2.34 -6.35 -2.79
H -0.90 -7.19 -3.24
H -2.54 -5.33 -5.00
H -2.17 -7.03 -5.22
H -0.90 -5.84 -5.46
H -0.71 -3.35 -1.78
H -2.25 -4.09 -2.07
H -0.58 -2.93 -4.37
H -1.71 -1.98 -3.40
H -2.31 -3.33 -4.36
*
```



3.
The following is a quantum chemistry calculation of a structure of composition C14H37BBr2N5NbO8P, from OMol25.

The total energy is -7002.6764 Eh. The orbital gap comes out at 6.04 eV.

The geometry in ORCA input format:
```
! wB97M-V def2-TZVPD RIJCOSX def2/J DEFGRID3
* xyz -1 1
N 2.79 1.36 -0.93
P 2.80 0.40 -2.22
Nb 1.80 -1.86 -1.37
Br 3.76 -3.03 -2.66
C 1.22 -3.85 -0.43
C 1.55 -5.06 -1.18
O 1.13 -5.43 -2.22
Br 2.89 -6.22 -0.25
O 0.58 -2.01 -2.97
B -0.75 -1.77 -2.83
O -1.65 -2.67 -3.39
O -1.23 -0.68 -2.15
H 2.23 2.19 -1.08
H 4.12 0.27 -2.72
H 2.03 0.93 -3.28
H 2.91 -1.64 0.04
H 0.54 -1.08 -0.36
H 1.77 -3.89 0.51
H 0.16 -3.88 -0.17
H -2.36 -2.86 -2.77
H -1.49 0.12 -2.65
C -1.42 2.12 -1.14
O -1.82 1.88 -2.27
N -1.84 3.09 -0.33
C -1.23 3.21 0.98
C -2.88 3.99 -0.76
H -0.62 1.50 -0.70
H -1.99 3.08 1.76
H -0.76 4.19 1.10
H -0.48 2.43 1.08
H -3.79 3.44 -1.00
H -2.55 4.51 -1.66
H -3.08 4.72 0.01
C -0.33 5.76 -2.51
O -0.45 5.76 -1.30
N 0.70 6.30 -3.18
C 0.79 6.25 -4.63
C 1.76 6.94 -2.42
H -1.08 5.29 -3.18
H 1.69 5.72 -4.94
H 0.83 7.26 -5.04
H -0.07 5.74 -5.03
H 2.21 6.23 -1.73
H 1.36 7.76 -1.83
H 2.51 7.32 -3.10
C -0.92 -4.28 3.82
O -0.30 -3.43 3.22
N -1.09 -5.55 3.41
C -1.85 -6.51 4.18
C -0.49 -5.98 2.15
H -1.42 -4.07 4.78
H -1.23 -7.36 4.47
H -2.70 -6.88 3.60
H -2.23 -6.03 5.08
H 0.60 -5.85 2.18
H -0.87 -5.38 1.33
H -0.72 -7.03 1.98
C -1.25 -0.02 2.55
O -2.15 0.41 3.26
N -0.05 -0.41 3.00
C 0.97 -0.92 2.09
C 0.22 -0.33 4.42
H -1.36 -0.13 1.46
H 1.24 -1.95 2.36
H 1.87 -0.30 2.14
H 0.60 -0.92 1.07
H -0.49 -0.93 4.98
H 0.13 0.70 4.76
H 1.23 -0.68 4.61
*
```



4.
The following is a quantum chemistry calculation of a cluster of 6 separate species, C14H37F6N4O5P in total, from OMol25.

The total energy is -2091.0323 Eh. The orbital gap comes out at 9.10 eV.

The geometry in ORCA input format:
```
! wB97M-V def2-TZVPD RIJCOSX def2/J DEFGRID3
* xyz 2 1
C 8.53 -20.89 11.09
C 8.58 -20.93 9.57
O 8.78 -19.64 9.03
H 9.47 -20.49 11.51
H 8.35 -21.85 11.57
H 7.83 -20.09 11.37
H 7.62 -21.26 9.17
H 9.35 -21.67 9.29
C 12.70 -22.86 11.15
C 13.26 -24.18 10.67
O 14.38 -24.51 10.76
N 12.34 -24.90 9.71
H 11.56 -25.41 10.13
H 11.91 -24.14 9.16
C 13.11 -25.80 8.76
H 12.90 -22.61 12.19
H 11.62 -22.79 11.00
H 13.01 -22.11 10.42
H 13.61 -26.56 9.35
H 13.86 -25.15 8.33
H 12.42 -26.17 8.01
C 12.75 -16.78 10.38
C 11.90 -18.02 10.32
O 12.26 -19.14 10.30
N 10.41 -17.77 10.38
H 10.15 -17.01 9.75
H 9.90 -18.62 10.03
C 9.89 -17.44 11.76
H 12.28 -15.95 9.85
H 13.68 -16.96 9.84
H 12.95 -16.51 11.42
H 8.83 -17.21 11.71
H 10.48 -16.56 12.05
H 10.18 -18.21 12.46
C 5.13 -18.69 10.91
C 5.69 -17.50 10.19
O 5.45 -16.37 10.41
N 6.62 -17.75 9.02
H 7.27 -16.96 9.03
H 7.24 -18.58 9.13
C 5.85 -17.73 7.70
H 5.81 -19.54 10.85
H 4.14 -18.95 10.54
H 5.00 -18.40 11.95
H 5.56 -16.70 7.51
H 5.03 -18.42 7.88
H 6.48 -18.12 6.92
C 9.68 -17.34 5.44
C 10.28 -18.36 6.35
O 11.13 -18.18 7.15
N 9.57 -19.67 6.45
H 10.32 -20.36 6.62
H 9.03 -19.66 7.36
C 8.76 -20.04 5.22
H 10.23 -16.40 5.38
H 8.68 -17.00 5.74
H 9.67 -17.66 4.40
H 9.49 -20.23 4.43
H 8.04 -19.27 5.04
H 8.31 -21.01 5.44
P 11.70 -23.03 6.40
F 10.26 -22.62 5.75
F 11.71 -21.50 6.97
F 11.05 -23.52 7.85
F 13.18 -23.23 7.13
F 11.57 -24.53 5.93
F 12.45 -22.63 5.05
*
```



5.
The following is a quantum chemistry calculation of a cluster of 7 separate species, C14H38BN2O9 in total, from OMol25.

The total energy is -1367.4751 Eh. The orbital gap comes out at 8.09 eV.

The geometry in ORCA input format:
```
! wB97M-V def2-TZVPD RIJCOSX def2/J DEFGRID3
* xyz 1 1
C -2.73 -1.61 -0.32
O -1.42 -1.46 -0.91
B -1.01 -0.27 -1.38
O -1.72 0.55 -2.20
C 0.47 0.17 -0.92
N 1.54 -0.20 -1.63
N 2.81 0.06 -1.37
C 3.03 0.80 -0.31
C 1.99 1.25 0.52
C 0.68 0.94 0.23
C -0.47 1.37 1.08
C -0.71 2.89 1.11
C -1.37 3.41 -0.17
O 0.48 3.64 1.34
H -3.41 -0.83 -0.67
H -3.13 -2.58 -0.59
H -2.63 -1.55 0.76
H -2.00 0.11 -3.03
H 1.40 -0.75 -2.47
H 4.06 1.03 -0.09
H 2.25 1.84 1.38
H -0.31 1.00 2.10
H -1.40 0.89 0.75
H -1.40 3.07 1.94
H -2.44 3.52 -0.01
H -0.99 4.41 -0.37
H -1.19 2.77 -1.03
H 0.84 3.38 2.19
C 2.68 4.31 -2.14
O 2.68 3.71 -3.42
H 2.74 5.39 -2.29
H 1.76 4.09 -1.58
H 3.55 4.00 -1.55
H 2.64 2.75 -3.32
C -4.50 0.83 -4.70
O -3.12 0.46 -4.57
H -5.09 0.08 -4.18
H -4.69 1.80 -4.24
H -4.80 0.86 -5.75
H -2.60 1.11 -5.04
C 5.62 -2.05 -2.51
O 4.77 -1.71 -3.60
H 6.63 -2.12 -2.89
H 5.59 -1.29 -1.73
H 5.34 -3.02 -2.09
H 3.88 -1.65 -3.25
C -0.48 -1.85 3.57
O -0.90 -0.51 3.82
H -0.71 -2.08 2.53
H 0.60 -1.95 3.73
H -1.02 -2.54 4.21
H -0.71 -0.32 4.74
C 1.40 -3.18 0.80
O 2.59 -2.39 0.91
H 1.13 -3.50 1.80
H 0.58 -2.58 0.39
H 1.56 -4.06 0.18
H 2.84 -2.12 0.03
C -3.48 -3.34 6.26
O -3.12 -2.34 5.30
H -2.60 -3.96 6.43
H -3.79 -2.89 7.21
H -4.29 -3.98 5.89
H -3.89 -1.79 5.14
*
```



6.
The following is a quantum chemistry calculation of a structure of composition C14H38N10O3S2SbSe4V, from OMol25.

The energy relative to the best compared isomer or geometry (same formula, charge and spin) is 0.00 kJ/mol. The total energy is -12915.6239 Eh. As for the expectation value of S²: 3.771. The orbital gap (alpha / beta) comes out at 7.02 / 5.85 eV.

The geometry in ORCA input format:
```
! wB97M-V def2-TZVPD RIJCOSX def2/J DEFGRID3
* xyz 1 4
V -0.09 0.55 -0.44
C -0.40 3.02 1.25
C 0.69 3.24 0.18
N 0.48 2.46 -1.04
C -0.44 3.09 -2.04
C -1.32 2.05 -2.66
N -1.85 1.06 -1.64
C -3.02 1.45 -0.86
C -2.59 2.30 0.34
N -1.28 1.85 0.89
H 0.14 2.71 2.17
H -1.04 3.88 1.48
H 0.82 4.30 -0.09
H 1.65 2.87 0.62
H 1.32 2.30 -1.48
H -1.01 3.91 -1.66
H 0.16 3.56 -2.81
H -2.08 2.44 -3.36
H -0.58 1.49 -3.29
H -1.98 0.14 -2.01
H -3.70 1.98 -1.48
H -3.48 0.52 -0.45
H -2.54 3.38 0.11
H -3.43 2.12 1.14
H -1.42 1.28 1.76
N -2.39 -1.95 -0.44
N -1.82 -2.50 0.73
C -0.77 -2.02 1.47
N -0.43 -2.74 2.58
N -0.11 -1.03 0.95
N 0.61 -0.13 1.76
O 1.64 -0.93 2.38
O 1.31 0.62 0.75
H -3.32 -1.72 -0.19
H -2.40 -2.64 -1.19
H -2.18 -3.36 1.04
H -1.18 -3.08 3.12
H 0.30 -2.29 3.21
N -6.04 -0.33 3.69
C -4.79 0.12 3.43
N -4.04 0.56 4.46
S -4.22 -0.14 1.80
H -6.46 -0.10 4.58
H -6.62 -0.48 2.87
H -4.39 0.64 5.37
H -3.15 0.96 4.29
Se -1.27 2.38 4.46
Sb 1.90 -0.17 4.24
Se 1.95 -2.27 5.26
Se 3.04 1.88 4.04
Se -0.77 0.16 4.62
C 2.09 -2.63 -5.39
C 2.47 -1.87 -4.16
C 2.05 -2.58 -2.91
S 1.84 -1.70 -1.45
O 0.91 -0.61 -1.88
C 3.42 -0.81 -1.21
C 4.61 -1.65 -0.93
C 5.72 -0.92 -0.14
H 2.68 -2.29 -6.23
H 1.04 -2.54 -5.63
H 2.33 -3.66 -5.47
H 1.96 -0.91 -4.21
H 3.51 -1.59 -4.09
H 2.74 -3.36 -2.64
H 1.11 -3.09 -3.03
H 3.08 -0.18 -0.40
H 3.59 -0.15 -2.13
H 5.17 -2.08 -1.83
H 4.22 -2.52 -0.33
H 6.01 0.07 -0.70
H 6.65 -1.54 -0.12
H 5.40 -0.77 0.92
*
```



7.
The following is a quantum chemistry calculation of a structure of composition C14H38N2O7Ti, from OMol25.

The energy relative to the best compared isomer or geometry (same formula, charge and spin) is 465.15 kJ/mol. The total energy is -2041.3646 Eh. As for the expectation value of S²: 3.751. The orbital gap (alpha / beta) comes out at 6.97 / 7.11 eV.

The geometry in ORCA input format:
```
! wB97M-V def2-TZVPD RIJCOSX def2/J DEFGRID3
* xyz 1 4
Ti 0.39 -1.21 2.00
C 0.71 3.76 -5.37
O -0.42 2.93 -5.42
C -0.32 1.96 -6.48
C -0.50 0.47 -5.99
N 0.64 0.04 -5.13
C 0.27 -1.14 -4.41
C 1.36 -1.74 -3.58
O 1.77 -0.78 -2.61
C 3.02 -1.00 -2.03
H 1.63 3.24 -5.10
H 0.63 4.55 -4.63
H 0.84 4.25 -6.33
H 0.62 1.97 -7.04
H -1.13 2.18 -7.17
H -0.42 -0.11 -6.91
H -1.44 0.33 -5.47
H 0.83 0.80 -4.50
H 0.02 -1.90 -5.16
H -0.65 -0.94 -3.85
H 2.20 -1.79 -4.27
H 0.98 -2.60 -3.03
H 3.69 -0.85 -2.87
H 3.18 -1.93 -1.49
H 3.31 -0.20 -1.34
C -1.43 0.84 5.73
O -1.74 0.66 4.35
C -3.17 0.85 4.09
C -3.48 0.21 2.73
N -2.58 0.63 1.63
C -2.49 2.13 1.55
C -1.45 2.60 0.54
O -0.21 2.32 1.18
C 0.80 3.30 1.08
H -1.84 1.79 6.06
H -0.34 0.86 5.68
H -1.76 0.07 6.42
H -3.43 1.91 4.04
H -3.81 0.31 4.79
H -4.52 0.41 2.47
H -3.55 -0.87 2.85
H -3.00 0.43 0.73
H -2.21 2.57 2.50
H -3.43 2.59 1.24
H -1.53 3.64 0.24
H -1.55 2.06 -0.41
H 0.46 4.20 1.59
H 1.08 3.49 0.05
H 1.66 3.04 1.69
C 0.52 -5.77 3.17
C 2.03 -5.53 3.58
O 2.21 -4.10 3.61
O 0.02 -5.02 2.14
H -0.13 -5.63 4.04
H 0.45 -6.83 2.92
H 2.76 -5.94 2.88
H 2.32 -5.87 4.58
H 2.80 -3.89 4.34
H -0.38 -5.64 1.53
O 3.04 1.05 3.97
H 2.94 2.00 3.98
H 3.71 0.86 4.63
*
```



Please write out number 2 again, unchanged.
The following is a quantum chemistry calculation of a cluster of 3 separate species, C14H37B2N3O5 in total, from OMol25.

The total energy is -1145.8609 Eh. The orbital gap comes out at 7.53 eV. As for the SMILES: CB(O)OC(=O)OB(N)O.CCN(CC)CC.CCN(CC)CC.

The geometry in ORCA input format:
```
! wB97M-V def2-TZVPD RIJCOSX def2/J DEFGRID3
* xyz 0 1
C 1.38 3.53 -0.84
B 0.95 2.14 -1.67
O 0.98 2.22 -3.15
O 0.54 0.98 -0.85
C 1.38 -0.21 -1.11
O 1.38 -0.69 -2.36
O 2.08 -0.79 0.05
B 3.43 -1.29 -0.29
N 4.61 -0.79 0.56
O 3.76 -2.28 -1.34
H 2.41 3.34 -0.32
H 0.51 3.77 -0.07
H 1.43 4.44 -1.61
H 1.92 1.98 -3.48
H 5.32 -0.30 -0.04
H 4.28 -0.19 1.35
H 4.52 -1.84 -1.86
C 1.17 3.84 3.73
C -0.02 4.66 4.23
N -1.25 4.44 3.47
C -2.30 5.42 3.77
C -2.87 5.43 5.18
C -1.71 3.05 3.36
C -1.99 2.30 4.66
H 1.36 4.02 2.67
H 2.07 4.13 4.29
H 1.02 2.77 3.89
H 0.27 5.72 4.14
H -0.16 4.47 5.30
H -3.12 5.30 3.06
H -1.90 6.42 3.56
H -3.55 4.59 5.35
H -3.46 6.34 5.34
H -2.10 5.41 5.95
H -0.96 2.49 2.80
H -2.61 3.01 2.73
H -1.22 2.46 5.42
H -2.03 1.23 4.46
H -2.96 2.58 5.09
C 1.72 -4.24 -2.52
C 0.76 -5.11 -3.32
N -0.59 -5.19 -2.76
C -1.42 -6.23 -3.36
C -1.77 -6.09 -4.84
C -1.27 -3.91 -2.54
C -1.47 -3.00 -3.74
H 1.78 -4.56 -1.48
H 2.72 -4.30 -2.95
H 1.42 -3.18 -2.54
H 1.19 -6.12 -3.33
H 0.75 -4.77 -4.36
H -2.34 -6.35 -2.79
H -0.90 -7.19 -3.24
H -2.54 -5.33 -5.00
H -2.17 -7.03 -5.22
H -0.90 -5.84 -5.46
H -0.71 -3.35 -1.78
H -2.25 -4.09 -2.07
H -0.58 -2.93 -4.37
H -1.71 -1.98 -3.40
H -2.31 -3.33 -4.36
*
```